Entry 1:
273
Properties=species:S:1:pos:R:3 method="wB97M-V/def2-TZVPD" homo_energy_ev=-7.110 multiplicity=1 orbital_gap_ev=7.079 e_tot_ha=-5744.45812
O 16.15 17.27 19.63
H 15.87 16.58 20.24
H 15.68 17.15 18.80
H 17.09 17.20 19.45
C 18.91 17.82 21.76
C 19.39 16.54 20.96
C 18.89 15.36 21.84
C 19.18 13.96 21.27
C 18.46 13.84 19.90
C 18.90 14.97 18.95
N 18.71 16.29 19.64
O 18.78 17.42 18.73
C 17.84 14.77 17.79
C 20.33 14.63 18.39
C 20.94 16.56 20.94
H 19.30 18.75 21.36
H 19.17 17.75 22.81
H 17.82 17.88 21.73
H 17.82 15.38 22.05
H 19.25 15.35 22.87
H 18.70 13.25 21.95
H 20.24 13.77 21.15
H 17.41 13.85 20.19
H 18.62 12.81 19.57
H 18.26 15.13 16.85
H 16.84 15.20 17.89
H 17.66 13.71 17.59
H 20.62 15.44 17.72
H 20.43 13.69 17.85
H 21.12 14.71 19.14
H 21.39 17.17 20.15
H 21.49 15.66 21.20
H 21.37 17.11 21.77
C 15.69 16.60 14.86
C 14.76 16.60 16.19
O 15.42 17.43 17.16
H 16.66 16.27 15.23
H 15.58 17.54 14.31
H 15.33 15.88 14.13
H 14.74 15.60 16.61
H 13.77 16.84 15.81
H 15.13 18.35 17.16
C 26.17 19.34 23.67
C 25.91 19.14 22.18
O 27.15 19.18 21.57
H 26.63 18.46 24.13
H 25.28 19.44 24.29
H 26.80 20.22 23.80
H 25.37 20.00 21.78
H 25.45 18.18 21.95
H 27.55 20.01 21.84
C 11.55 19.67 19.94
C 12.88 19.03 19.36
O 13.50 18.15 20.29
H 10.86 18.86 20.15
H 11.16 20.31 19.15
H 11.75 20.21 20.87
H 13.55 19.86 19.12
H 12.57 18.51 18.45
H 12.87 17.45 20.47
C 18.43 17.43 27.41
C 18.07 17.27 25.88
O 17.41 16.06 25.73
H 17.57 17.12 28.01
H 18.69 18.47 27.56
H 19.19 16.67 27.62
H 18.98 17.24 25.29
H 17.56 18.15 25.48
H 17.99 15.32 25.92
C 20.47 21.17 27.70
C 20.43 21.37 26.19
O 20.86 20.26 25.50
H 21.50 21.26 28.06
H 20.22 20.14 27.95
H 19.90 21.88 28.31
H 21.00 22.28 25.97
H 19.40 21.31 25.85
H 21.46 20.61 24.83
C 16.10 10.28 24.11
C 15.60 9.13 24.95
O 16.66 8.23 25.05
H 17.04 10.56 24.59
H 15.45 11.16 24.07
H 16.23 9.96 23.08
H 14.72 8.69 24.48
H 15.31 9.43 25.96
H 16.59 7.69 24.26
C 16.85 21.01 22.89
C 15.57 20.25 22.46
O 15.60 19.93 21.09
H 16.70 21.59 23.80
H 17.01 21.88 22.25
H 17.74 20.38 22.83
H 14.66 20.76 22.79
H 15.52 19.30 22.99
H 14.90 19.31 20.88
C 13.71 17.02 25.31
C 12.73 18.23 24.94
O 11.52 18.14 25.63
H 14.25 17.16 26.25
H 14.32 16.80 24.43
H 13.19 16.08 25.48
H 12.52 18.28 23.87
H 13.29 19.17 25.01
H 11.66 18.53 26.50
C 17.39 11.10 14.94
C 15.97 10.77 15.23
O 15.81 10.01 16.47
H 18.03 10.30 14.56
H 17.70 11.53 15.89
H 17.43 11.81 14.12
H 15.43 10.31 14.41
H 15.58 11.76 15.47
H 14.89 9.92 16.74
C 24.13 16.31 18.68
C 24.59 17.74 18.89
O 24.52 18.46 17.63
H 24.69 15.75 17.93
H 23.08 16.32 18.42
H 24.32 15.70 19.56
H 25.64 17.77 19.20
H 24.02 18.27 19.65
H 24.87 19.34 17.79
C 22.88 11.95 19.07
C 23.65 12.05 17.71
O 23.43 10.88 16.94
H 23.03 12.93 19.52
H 23.33 11.12 19.62
H 21.83 11.72 18.86
H 24.73 12.02 17.88
H 23.46 12.94 17.13
H 24.02 11.03 16.20
C 19.86 8.73 16.57
C 20.65 8.74 17.82
O 22.06 8.66 17.38
H 19.84 9.70 16.07
H 18.81 8.48 16.73
H 20.32 7.99 15.93
H 20.56 7.86 18.45
H 20.50 9.63 18.44
H 22.41 9.54 17.24
C 21.00 9.79 22.96
C 20.54 9.61 21.53
O 20.01 8.27 21.47
H 21.35 10.80 23.17
H 21.84 9.12 23.19
H 20.11 9.73 23.58
H 21.31 9.84 20.79
H 19.71 10.24 21.21
H 19.08 8.33 21.23
C 20.12 12.84 25.15
C 18.75 12.47 25.74
O 18.46 13.49 26.65
H 20.19 12.29 24.22
H 20.91 12.49 25.81
H 20.09 13.91 24.92
H 18.81 11.48 26.21
H 18.09 12.53 24.88
H 18.71 13.33 27.56
C 14.77 12.13 19.22
C 14.72 13.12 18.08
O 13.43 12.78 17.49
H 15.69 12.26 19.79
H 14.71 11.11 18.84
H 13.96 12.17 19.93
H 15.51 12.98 17.35
H 14.72 14.16 18.41
H 13.28 11.83 17.48
C 27.27 15.28 21.20
C 27.30 14.08 20.27
O 28.46 14.14 19.53
H 27.39 16.24 20.69
H 28.19 15.30 21.79
H 26.41 15.36 21.87
H 26.46 13.95 19.60
H 27.30 13.17 20.86
H 29.19 14.04 20.15
C 20.66 18.52 15.51
O 21.36 19.01 14.70
N 20.96 17.94 16.67
N 19.38 18.24 15.35
H 20.26 17.44 17.21
H 21.89 18.14 17.00
H 18.81 17.82 16.07
H 19.05 18.70 14.52
C 18.49 21.21 18.65
O 18.38 22.37 18.61
N 19.40 20.56 18.04
N 17.74 20.44 19.36
H 20.22 21.03 17.67
H 19.46 19.55 18.13
H 18.03 19.47 19.42
H 16.99 20.70 19.99
C 23.04 17.08 25.21
O 23.58 16.08 25.61
N 22.39 17.84 26.02
N 22.88 17.40 23.95
H 21.83 18.60 25.66
H 22.63 17.80 27.00
H 22.44 18.28 23.75
H 23.28 16.88 23.18
C 11.25 16.00 18.88
O 11.78 16.16 19.98
N 10.23 16.76 18.51
N 11.64 15.19 17.95
H 10.01 17.50 19.15
H 9.73 16.59 17.64
H 11.21 15.08 17.04
H 12.49 14.64 18.06
C 17.02 8.93 19.52
O 17.36 8.56 20.64
N 17.37 10.07 19.02
N 16.54 8.12 18.60
H 17.17 10.21 18.04
H 17.91 10.69 19.60
H 15.98 7.46 19.11
H 16.36 8.46 17.66
C 14.41 14.91 21.85
O 14.92 15.39 20.86
N 13.21 14.44 21.95
N 15.00 14.53 23.01
H 12.92 13.81 22.68
H 12.52 14.67 21.25
H 15.96 14.81 23.14
H 14.45 14.01 23.67
C 14.59 13.43 12.29
O 14.43 12.65 13.22
N 15.68 14.11 12.07
N 13.76 13.66 11.28
H 16.45 14.13 12.72
H 15.65 14.68 11.23
H 12.84 13.23 11.27
H 14.11 14.20 10.51
C 11.74 14.92 14.66
O 10.80 15.40 15.37
N 11.91 15.28 13.45
N 12.64 14.05 14.96
H 12.61 14.95 12.80
H 11.26 16.01 13.20
H 12.90 13.81 15.91
H 13.30 13.77 14.25
C 18.08 17.65 10.74
O 18.46 16.79 10.01
N 18.11 17.59 12.08
N 17.82 18.85 10.40
H 17.82 18.36 12.67
H 18.32 16.70 12.50
H 17.93 19.12 9.44
H 17.49 19.50 11.11
C 23.97 15.00 14.73
O 23.37 14.24 13.96
N 23.47 16.00 15.30
N 25.26 14.93 14.98
H 24.15 16.49 15.86
H 22.55 16.32 15.03
H 25.73 14.12 14.59
H 25.77 15.55 15.59
C 19.86 14.65 12.86
O 18.69 14.85 13.02
N 20.61 14.38 13.90
N 20.51 14.53 11.71
H 21.60 14.28 13.75
H 20.21 14.54 14.81
H 21.47 14.19 11.76
H 20.14 14.71 10.79
C 22.03 20.29 21.87
O 21.78 19.66 22.86
N 22.38 21.55 21.81
N 21.64 19.92 20.75
H 22.51 21.95 20.89
H 22.43 22.03 22.70
H 21.93 20.58 20.03
H 21.18 19.03 20.64


Entry 2:
104
Properties=species:S:1:pos:R:3 method="wB97M-V/def2-TZVPD" homo_energy_ev="-4.829 / -5.541" multiplicity=5 orbital_gap_ev="5.402 / 4.114" e_tot_ha=-5750.80339 charge=-1
Ir 0.64 -0.76 -0.04
Cl 8.43 -5.85 -1.18
C 6.99 -4.89 -1.04
C 6.65 -4.33 0.18
C 5.50 -3.57 0.29
C 4.69 -3.36 -0.82
C 5.04 -3.93 -2.04
C 6.19 -4.69 -2.16
C 3.44 -2.55 -0.68
C 3.57 -1.20 -0.70
C 4.85 -0.56 -0.92
C 4.66 0.76 -0.80
C 3.26 0.98 -0.51
C 2.80 2.27 -0.28
C 3.81 3.37 -0.35
C 4.51 3.80 0.77
C 5.43 4.84 0.67
C 5.64 5.44 -0.56
Cl 6.79 6.74 -0.69
C 4.96 5.02 -1.69
C 4.04 3.99 -1.58
C 1.49 2.68 -0.08
N 0.40 1.88 -0.23
C -0.67 2.70 -0.13
C -2.11 2.21 -0.43
C -2.32 2.48 -1.92
C -2.40 3.80 -2.37
C -2.48 4.10 -3.72
C -2.50 3.06 -4.64
Cl -2.58 3.42 -6.33
C -2.48 1.75 -4.22
C -2.39 1.46 -2.86
C -2.23 -0.50 0.47
C -3.49 -1.12 0.85
C -3.33 -2.43 0.64
C -1.95 -2.68 0.23
N -1.34 -1.51 0.06
C -1.26 -3.88 0.05
C 0.13 -3.87 -0.15
C 0.92 -5.05 -0.13
C 2.22 -4.69 -0.32
C 2.25 -3.28 -0.44
N 0.99 -2.77 -0.32
C -1.98 -5.17 0.17
C -1.93 -6.12 -0.84
C -2.56 -7.35 -0.71
C -3.25 -7.63 0.46
Cl -4.00 -9.18 0.65
C -3.35 -6.69 1.47
C -2.71 -5.47 1.32
C -0.28 4.04 0.15
C 1.08 4.04 0.18
N 2.60 -0.24 -0.48
H 7.29 -4.50 1.04
H 5.21 -3.12 1.23
H 4.40 -3.78 -2.91
H 6.47 -5.13 -3.11
H 5.77 -1.08 -1.13
H 5.40 1.55 -0.87
H 4.33 3.31 1.72
H 5.98 5.18 1.54
H 5.14 5.50 -2.64
H 3.49 3.65 -2.44
H -2.40 4.61 -1.65
H -2.54 5.13 -4.04
H -2.52 0.94 -4.94
H -2.41 0.42 -2.56
H -4.37 -0.58 1.17
H -4.09 -3.19 0.75
H 0.54 -6.04 0.04
H 3.09 -5.33 -0.35
H -1.41 -5.89 -1.76
H -2.50 -8.09 -1.49
H -3.90 -6.92 2.37
H -2.75 -4.75 2.13
H -0.95 4.87 0.33
H 1.74 4.87 0.37
O -8.07 5.65 0.58
S -8.10 4.19 0.53
O -7.58 3.61 -0.69
O -9.32 3.58 1.02
C -6.84 3.79 1.82
N -7.21 3.89 3.10
C -6.24 3.66 3.99
C -4.95 3.31 3.62
C -4.68 3.18 2.26
N -5.65 3.46 1.38
C -3.40 2.68 1.70
C -3.24 2.78 0.37
C -1.82 0.76 -0.18
N -1.29 0.45 1.14
C -1.54 1.13 2.34
C -2.44 2.08 2.61
H -6.53 3.77 5.03
H -4.20 3.14 4.38
H -4.04 3.25 -0.19
H -1.11 0.48 -0.96
H -0.90 0.76 3.14
H -2.46 2.42 3.64
O 2.34 -0.78 4.28
Cl 2.48 -0.62 2.88
O 2.73 0.75 2.54
O 3.51 -1.47 2.36
O 1.19 -1.02 2.27


Entry 3:
112
Properties=species:S:1:pos:R:3 method="wB97M-V/def2-TZVPD" homo_energy_ev="-12.712 / -12.713" multiplicity=1 orbital_gap_ev="4.327 / 4.327" e_tot_ha=-7601.50586 de_lowest_kcal_mol=0.0 charge=+2
Pt -0.12 0.19 1.02
C -0.62 3.58 -0.78
P -1.17 2.17 0.20
C -1.37 2.84 1.86
C -0.31 2.69 2.76
C -0.41 3.20 4.04
C -1.57 3.87 4.42
C -2.61 4.05 3.52
C -2.52 3.53 2.23
C -2.75 1.59 -0.41
C -3.59 0.91 0.47
C -4.77 0.35 0.01
C -5.09 0.44 -1.34
C -4.26 1.12 -2.22
C -3.09 1.69 -1.77
P 1.00 3.60 -1.72
C 0.74 2.55 -3.17
C -0.08 1.42 -3.19
C -0.21 0.66 -4.34
C 0.52 0.98 -5.47
C 1.36 2.09 -5.46
C 1.48 2.86 -4.32
C 0.95 5.28 -2.40
C 1.85 6.23 -1.92
C 1.78 7.54 -2.37
C 0.83 7.90 -3.31
C -0.06 6.95 -3.81
C 0.00 5.65 -3.36
H -0.53 4.37 -0.04
H -1.43 3.82 -1.48
H 0.62 2.21 2.44
H 0.40 3.08 4.74
H -1.65 4.28 5.42
H -3.50 4.60 3.81
H -3.34 3.66 1.53
H -3.32 0.81 1.51
H -5.44 -0.15 0.69
H -5.99 -0.03 -1.71
H -4.53 1.20 -3.27
H -2.44 2.20 -2.47
H -0.63 1.13 -2.30
H -0.88 -0.19 -4.35
H 0.46 0.36 -6.35
H 1.93 2.34 -6.34
H 2.14 3.72 -4.32
H 2.61 5.94 -1.20
H 2.48 8.27 -2.00
H 0.78 8.92 -3.67
H -0.80 7.24 -4.54
H -0.68 4.90 -3.77
O 5.30 2.30 -0.71
S 4.83 1.10 -0.11
O 5.55 0.48 0.96
N 3.25 1.34 0.38
C 2.45 0.70 -0.37
O 1.13 0.92 -0.28
C 3.03 -0.22 -1.37
C 2.42 -1.12 -2.22
C 3.22 -1.89 -3.05
C 4.61 -1.77 -3.02
C 5.23 -0.87 -2.16
C 4.42 -0.10 -1.35
H 1.34 -1.23 -2.22
H 2.76 -2.60 -3.73
H 5.21 -2.39 -3.67
H 6.31 -0.77 -2.13
F 2.70 -4.41 -0.98
C 2.98 -3.64 0.07
C 1.98 -2.94 0.72
C 2.37 -2.11 1.76
F 1.42 -1.33 2.35
C 3.66 -2.04 2.23
F 3.97 -1.26 3.24
C 4.63 -2.81 1.60
F 5.87 -2.80 2.05
C 4.30 -3.58 0.49
F 5.25 -4.24 -0.16
Ge 0.09 -3.23 0.38
S -0.99 -1.40 -0.37
C -0.21 -4.65 -0.91
C -0.37 -4.42 -2.26
F -0.31 -3.17 -2.74
C -0.59 -5.44 -3.17
F -0.72 -5.17 -4.46
C -0.67 -6.75 -2.72
F -0.87 -7.73 -3.57
C -0.52 -7.02 -1.36
F -0.59 -8.26 -0.92
C -0.28 -5.97 -0.49
F -0.10 -6.28 0.80
C -0.84 -3.75 2.02
C -0.28 -4.03 3.26
F 1.03 -3.83 3.48
C -1.02 -4.54 4.31
F -0.46 -4.77 5.49
C -2.37 -4.81 4.13
F -3.09 -5.29 5.13
C -2.96 -4.56 2.90
F -4.25 -4.82 2.72
C -2.19 -4.04 1.88
F -2.79 -3.82 0.69
C -3.67 0.22 4.95
N -2.30 -0.31 4.82
C -1.65 -0.88 6.02
C -1.71 -0.31 3.68
N -1.15 -0.32 2.66
H -4.34 -0.58 5.24
H -3.99 0.65 4.01
H -3.68 0.99 5.72
H -2.24 -1.72 6.38
H -1.60 -0.12 6.79
H -0.65 -1.21 5.77